[1]
82
Properties=species:S:1:pos:R:3 method="wB97M-V/def2-TZVPD" multiplicity=5 de_lowest_kcal_mol=0.00 charge=+1 largest_force_ev_per_a=0.44 gap_ev="8.34 / 8.14" total_energy_ha=-11233.91479 e_lumo_ev="-2.45 / -2.65" s_squared=6.0340
Cr 0.3868 0.6643 0.6256
Cl 2.9888 1.1499 2.6544
C 1.6229 2.1955 3.0076
C 0.4890 2.0452 2.2350
C -0.5932 2.8140 2.6220
Cl -2.1227 2.5328 1.8079
C -0.5629 3.7299 3.6692
Cl -1.9447 4.6572 4.0931
C 0.6260 3.8779 4.3926
Cl 0.7164 5.0051 5.6807
C 1.7330 3.0874 4.0707
Cl 3.1812 3.2257 4.9846
C 0.6958 -2.6267 3.0559
As -0.2775 -1.0859 2.3767
C -0.8453 -0.3034 4.0589
C -2.0499 -1.7311 1.8163
C -2.2369 -2.6286 0.5883
C -1.3915 -3.8956 0.7422
C -1.9270 -1.9451 -0.7502
As -0.1332 -1.2338 -1.1085
C -0.3974 -0.7254 -2.9680
C 0.9452 -2.8259 -1.4197
C -3.7104 -3.0945 0.5587
As -5.3173 -1.9504 0.2545
C -4.7848 -0.0993 0.6672
C -5.2474 -1.7847 -1.7036
H 0.0024 -3.2988 3.5617
H 1.4270 -2.2559 3.7743
H 1.2200 -3.1629 2.2692
H -1.3358 -1.0694 4.6616
H -1.5374 0.5139 3.8632
H 0.0245 0.0825 4.5884
H -2.6112 -0.8008 1.6993
H -2.4716 -2.2446 2.6872
H -0.3213 -3.6909 0.7534
H -1.5850 -4.5888 -0.0782
H -1.6365 -4.4072 1.6750
H -2.5880 -1.0860 -0.8907
H -2.1572 -2.6464 -1.5600
H -0.8094 -1.5749 -3.5153
H 0.5737 -0.4606 -3.3847
H -1.0725 0.1227 -3.0579
H 0.3224 -3.5856 -1.8938
H 1.3670 -3.2255 -0.5001
H 1.7524 -2.5373 -2.0888
H -3.9163 -3.6198 1.4956
H -3.8173 -3.8496 -0.2280
H -4.6567 0.0393 1.7395
H -5.6191 0.5268 0.3505
H -3.8870 0.2351 0.1463
H -5.2185 -2.7800 -2.1454
H -4.3961 -1.2081 -2.0624
H -6.1645 -1.2987 -2.0334
C -0.7413 4.4496 -2.3473
C -1.5928 3.3633 -2.2337
C -1.2250 2.3174 -1.4082
N -0.0801 2.3035 -0.7184
C 0.7245 3.3699 -0.8134
C 0.4385 4.4567 -1.6189
H -0.9983 5.2846 -2.9838
H -2.5323 3.3235 -2.7638
H -1.8751 1.4604 -1.2783
H 1.6102 3.3582 -0.1873
H 1.1230 5.2909 -1.6557
C 5.3694 0.5516 -1.4293
C 4.1957 0.0504 -2.2721
C 4.5796 -1.2442 -2.9851
C 3.7807 1.1052 -3.2932
N 3.0104 -0.3002 -1.4486
N 2.5467 0.7295 -0.5793
H 6.2429 0.7152 -2.0595
H 5.6451 -0.1790 -0.6656
H 5.1519 1.5018 -0.9377
H 5.4062 -1.0742 -3.6728
H 3.7347 -1.6330 -3.5534
H 4.8964 -2.0059 -2.2701
H 4.5732 1.2482 -4.0262
H 3.5997 2.0775 -2.8299
H 2.8783 0.7959 -3.8221
H 3.2565 -1.0857 -0.8534
H 2.2696 1.5058 -1.1701
H 3.2804 1.0802 0.0388


[2]
80
Properties=species:S:1:pos:R:3 method="wB97M-V/def2-TZVPD" multiplicity=3 de_lowest_kcal_mol=6.11 charge=-1 largest_force_ev_per_a=0.26 gap_ev="6.73 / 6.81" total_energy_ha=-5689.16139 e_lumo_ev="2.45 / 2.45" s_squared=2.0202
V -1.8492 0.7057 -0.5613
C 2.3183 -0.7293 6.0629
C 3.0777 -0.3257 4.7986
C 3.9086 -1.5311 4.3381
C 4.0213 0.8319 5.1536
C 2.1332 0.1049 3.6761
C 0.7536 0.1243 3.8179
C -0.0450 0.4939 2.7511
Br -1.9254 0.4686 2.9934
C 0.4698 0.8542 1.4976
O -0.3434 1.1379 0.5007
C 1.8775 0.8930 1.3553
C 2.6498 0.4969 2.4445
C 2.5940 1.2635 0.0434
C 3.9315 1.9651 0.3360
C 2.8705 -0.0256 -0.7448
C 1.7998 2.2237 -0.8529
H 3.0283 -1.0382 6.8337
H 1.6429 -1.5658 5.8732
H 1.7310 0.1003 6.4615
H 4.5902 -1.8492 5.1324
H 4.5067 -1.2949 3.4566
H 3.2580 -2.3705 4.0848
H 4.7105 0.5344 5.9492
H 3.4521 1.6986 5.4957
H 4.6119 1.1408 4.2898
H 0.2719 -0.1505 4.7450
H 3.7244 0.4798 2.3240
H 4.6636 1.3248 0.8283
H 3.7788 2.8500 0.9579
H 4.3755 2.2850 -0.6091
H 3.4741 -0.7203 -0.1544
H 3.4076 0.2021 -1.6708
H 1.9357 -0.5214 -1.0142
H 1.4281 3.0849 -0.2902
H 0.9519 1.7403 -1.3256
H 2.4664 2.5912 -1.6392
S -3.3478 -1.0678 -0.3501
C -4.7495 -0.3174 0.4091
C -5.7840 -1.1228 0.8903
C -6.9086 -0.5751 1.4817
C -7.0166 0.8067 1.6042
C -5.9986 1.6169 1.1323
C -4.8594 1.0761 0.5302
S -3.6063 2.1647 -0.0580
H -5.6852 -2.1979 0.7932
H -7.6960 -1.2220 1.8501
H -7.8894 1.2501 2.0687
H -6.0702 2.6943 1.2244
C 0.6007 -3.3779 -0.2340
C 0.1520 -2.7071 -1.5043
C 0.1476 -3.3788 -2.7200
C -0.2731 -2.7261 -3.8717
C -0.2763 -3.4408 -5.1992
C -0.7050 -1.4100 -3.8102
C -0.7200 -0.6928 -2.6006
C -0.2511 -1.3818 -1.4597
N -1.1831 0.5955 -2.4054
C -1.3652 1.5469 -3.5104
C -2.6527 1.2599 -4.2943
C -1.5017 2.9424 -2.8851
C -0.1415 1.5906 -4.4345
H 0.9964 -4.3750 -0.4304
H -0.2344 -3.4702 0.4638
H 1.3762 -2.7918 0.2658
H 0.4759 -4.4117 -2.7691
H -0.0063 -4.4907 -5.0826
H 0.4354 -2.9851 -5.8918
H -1.2614 -3.3950 -5.6675
H -1.0665 -0.9533 -4.7199
H -0.1432 -0.8531 -0.5156
H -3.5062 1.3253 -3.6167
H -2.6673 0.2693 -4.7477
H -2.7798 2.0021 -5.0890
H -2.3911 2.9952 -2.2584
H -1.5899 3.7020 -3.6652
H -0.6274 3.1779 -2.2734
H -0.0498 0.7177 -5.0770
H 0.7686 1.6648 -3.8347
H -0.2006 2.4723 -5.0764